(1)
Computed, not measured: one molecule with the formula C3H7NO2, with ωB97M-V/def2-TZVPD.

For the HOMO energy, the calculation gives -0.350 hartree. The value obtained for the HOMO-LUMO gap is 0.37715 hartree. The maximum force comes out at 0.0868 hartree/bohr. The SMILES is CCNC(=O)O. The value obtained for the energy above the lowest of the compared OMol25 structures with the same formula, charge and spin is 137.1 kJ/mol. Its LUMO energy is 0.74 eV.

Element x y z (Å)
C (-0.533979, -0.697580, -0.328386)
N (0.309608, 0.522658, -0.524303)
C (1.706900, 0.608846, -0.504576)
O (2.045209, 1.781417, 0.081104)
O (2.505362, -0.348069, -0.732668)
C (-1.665552, -0.615065, 0.762698)
H (0.038603, -1.558711, -0.046900)
H (-1.145740, -0.828872, -1.248948)
H (-0.186925, 1.314384, -0.995583)
H (2.825604, 1.661558, 0.538852)
H (-1.697103, -1.512494, 1.419305)
H (-1.553679, 0.299407, 1.372915)
H (-2.648309, -0.627479, 0.206490)

Atomic forces in eV per Å
-1.079 0.806 -0.634
-0.872 0.278 -0.790
0.638 -3.938 0.873
-2.350 0.452 -1.999
-2.615 3.522 0.831
-0.419 0.332 -0.458
0.801 -0.205 -0.611
1.090 -0.489 0.245
0.806 -0.961 1.114
3.067 -0.340 1.124
0.321 0.651 -0.375
-0.265 -0.474 -0.202
0.877 0.367 0.882

(2)
Computed, not measured: one molecule with the formula C4H3ClO2, with ωB97M-V/def2-TZVPD.

For the HOMO energy, the calculation gives -0.395 hartree. The value obtained for the HOMO-LUMO gap is 0.42456 hartree. The maximum force comes out at 0.0942 hartree/bohr. The SMILES is C#C[C@H](Cl)OC=O. The value obtained for the energy above the lowest of the compared OMol25 structures with the same formula, charge and spin is 252.7 kJ/mol. Its LUMO energy is 0.81 eV.

Element x y z (Å)
C (1.672045, -0.294554, 0.282042)
C (0.549435, -0.704409, 0.250750)
C (-1.827862, 1.157668, -0.297597)
C (-1.034087, -1.003226, 0.143930)
O (-1.563492, 1.654267, 0.747463)
O (-1.692352, -0.114017, -0.698302)
Cl (-1.270963, -2.662681, -0.359866)
H (2.621639, 0.166816, 0.638149)
H (-2.495237, 1.547249, -1.196356)
H (-1.211654, -1.028272, 1.198725)

Atomic forces in eV per Å
1.685 0.945 1.293
-3.274 -0.283 -1.215
-2.807 0.884 -1.792
4.779 -0.244 0.744
0.431 -0.224 -0.318
0.603 -1.122 0.477
-0.279 -0.162 -0.501
-1.249 -0.843 -0.908
1.475 0.315 1.772
-1.365 0.734 0.448

(3)
Computed, not measured: C15H16BClN4O2S2Ta as an isolated structure, with ωB97M-V/def2-TZVPD.

For the HOMO energy, the calculation gives -0.654 hartree. The value obtained for the HOMO-LUMO gap is 0.21494 hartree. The maximum force comes out at 0.0391 hartree/bohr. The value obtained for the energy above the lowest of the compared OMol25 structures with the same formula, charge and spin is 36.6 kJ/mol. Its LUMO energy is -11.96 eV. As for the total charge: +3.

Element x y z (Å)
Ta (-0.690503, -0.623226, -0.229616)
C (1.153921, -3.718750, 3.572717)
N (1.756206, -2.568471, 2.870995)
C (3.078866, -2.200241, 2.931236)
C (3.217816, -1.066168, 2.199021)
N (1.980049, -0.750842, 1.676238)
B (1.599595, 0.612962, 1.046616)
N (2.311503, 0.915928, -0.279413)
C (3.113044, 2.000295, -0.563375)
C (3.416468, 1.948509, -1.885339)
N (2.775512, 0.849732, -2.414392)
C (2.880350, 0.403022, -3.815492)
C (2.113182, 0.249244, -1.425451)
S (1.205766, -1.245514, -1.557387)
C (1.120072, -1.668748, 2.118566)
S (-0.601963, -1.685734, 1.805884)
H (1.958581, -4.292438, 4.020606)
H (0.618901, -4.342709, 2.861276)
H (0.485911, -3.359527, 4.352085)
H (3.802507, -2.770164, 3.490328)
H (4.092949, -0.466825, 2.012179)
H (1.755404, 1.503561, 1.819559)
H (0.324255, 0.621190, 0.784999)
H (3.410602, 2.705809, 0.194198)
H (4.030026, 2.593020, -2.492960)
H (3.111780, 1.270105, -4.426031)
H (1.932266, -0.023595, -4.129568)
H (3.674994, -0.334430, -3.903873)
Cl (-7.166410, 2.716093, -1.283527)
C (-5.807815, 1.733549, -0.988278)
C (-5.981012, 0.368022, -0.726349)
C (-4.903452, -0.491984, -0.479189)
C (-3.661107, 0.063003, -0.512065)
O (-2.516992, -0.693582, -0.279271)
C (-3.430692, 1.438860, -0.765830)
C (-2.136571, 1.960476, -0.795496)
O (-1.046997, 1.291029, -0.597118)
C (-4.540472, 2.279657, -1.006206)
H (-6.987459, -0.033624, -0.716100)
H (-5.057816, -1.542314, -0.274953)
H (-1.989604, 3.018462, -1.007980)
H (-4.401671, 3.336376, -1.201250)

Atomic forces in eV per Å
1.249 1.565 0.168
0.027 0.075 -0.086
-0.037 0.011 0.060
0.047 0.026 -0.006
0.069 -0.046 -0.049
-0.058 0.263 0.076
0.662 -0.054 -0.066
-0.200 0.082 0.076
0.054 -0.040 0.048
-0.018 -0.005 -0.026
-0.004 0.014 -0.016
0.004 0.019 0.089
-0.058 -0.161 -0.004
-0.226 -0.501 -0.486
-0.024 -0.168 -0.032
-0.208 -0.618 0.794
-0.004 -0.016 0.007
-0.001 -0.011 0.000
-0.004 -0.004 0.011
-0.008 0.009 -0.009
-0.020 -0.003 0.015
-0.322 0.060 -0.080
0.279 -0.259 0.405
-0.019 -0.001 -0.012
0.012 -0.018 0.009
-0.009 -0.006 -0.024
-0.004 -0.002 -0.019
0.003 -0.003 0.000
-0.036 0.000 0.004
-0.031 0.119 -0.037
0.009 -0.115 0.022
-0.154 0.181 -0.098
0.828 -0.300 0.230
-1.336 -0.576 -0.683
0.179 -0.113 0.114
-0.263 0.184 -0.129
-0.343 0.422 -0.237
-0.083 -0.014 0.007
-0.003 0.015 0.010
0.009 -0.001 -0.010
0.031 0.005 -0.026
0.011 -0.016 -0.009

(4)
Computed, not measured: an isolated ion of composition C4H8N3O and charge +1, with ωB97M-V/def2-TZVPD.

For the HOMO energy, the calculation gives -0.473 hartree. The value obtained for the HOMO-LUMO gap is 0.31165 hartree. The maximum force comes out at 0.0767 hartree/bohr. The SMILES is C=C/N=C\NC(=[NH2+])O. The value obtained for the energy above the lowest of the compared OMol25 structures with the same formula, charge and spin is 361.9 kJ/mol. Its LUMO energy is -4.40 eV. As for the total charge: +1.

Element x y z (Å)
C (1.521205, -0.618226, 0.528838)
C (0.916258, 1.425903, -0.482153)
C (1.035496, -1.671504, -0.145098)
C (-1.168658, 0.399924, 0.279932)
N (1.742848, 0.579728, -0.089955)
N (-0.455064, 1.437175, -0.266197)
N (-2.129595, -0.172304, -0.460933)
O (-0.925841, -0.117560, 1.440782)
H (2.274804, -0.656003, 1.378790)
H (1.174726, 2.310635, -1.091279)
H (0.589770, -1.749363, -1.153429)
H (1.207223, -2.575427, 0.351257)
H (-0.825715, 2.300866, -0.716859)
H (-2.377262, 0.180043, -1.369427)
H (-2.572752, -1.092874, -0.211743)
H (-0.007450, 0.018994, 2.007469)

Atomic forces in eV per Å
2.131 -0.664 -0.658
0.925 0.379 0.017
0.124 0.351 0.351
-0.481 -0.442 -0.847
0.225 1.691 -0.848
-1.021 1.238 -0.247
0.150 -0.914 1.444
1.659 0.218 1.527
-1.495 -0.775 -0.517
0.379 -0.515 0.480
0.352 0.649 0.722
-0.092 -1.516 0.489
-0.738 -1.583 0.602
0.245 0.253 -0.112
0.621 1.595 0.175
-2.985 0.036 -2.580